Arrangement 1

Below is one molecule with the formula HNO3S, with properties calculated with ωB97M-V/def2-TZVPD.

Results
- E_HOMO: -10.47 eV
- Lowest unoccupied orbital energy: -0.30 eV
- Total charge: 0

XYZ file:
```
6
Properties=species:S:1:pos:R:3:mulliken_charge:R:1
O -2.11758 0.76570 0.46700 -0.42
O 1.44523 -0.25444 -0.27106 -0.32
N 0.40824 0.64920 -0.13449 -0.14
H 2.17106 0.35914 -0.47480 0.37
O -0.98165 -1.47387 0.21274 -0.40
S -0.92529 -0.04573 0.20060 0.90
```



Arrangement 2

Below is a 2-piece molecular cluster, HNO3S overall, with properties calculated with ωB97M-V/def2-TZVPD.

Results
- E_HOMO (alpha / beta): -9.11 / -9.37 eV
- Lowest unoccupied orbital energy (alpha / beta): -0.68 / -1.05 eV
- Total charge: 0

XYZ file:
```
6
Properties=species:S:1:pos:R:3:mulliken_charge:R:1
O -0.45799 -1.18407 -0.07667 -0.42
O 0.61700 1.11454 -0.21695 -0.46
N 1.13771 0.15226 0.19873 0.96
O 2.13171 -0.21038 0.69056 -0.45
H -2.07647 0.36242 0.21329 0.17
S -1.35197 -0.23477 -0.80896 0.20
```



Of them, the most stable is arrangement 1 and the least stable is arrangement 2.



Arrangement 1

Below is one molecule with the formula C25H26N4O4, with properties calculated with ωB97M-V/def2-TZVPD.

Results
- E_HOMO: -8.26 eV
- Lowest unoccupied orbital energy: 0.17 eV
- Total charge: 0

XYZ file:
```
59
Properties=species:S:1:pos:R:3:mulliken_charge:R:1
N -1.00320 -4.43094 -0.13953 -1.32
C -2.11051 -4.82987 -0.72972 -0.45
C -4.59414 2.75641 -1.97095 0.90
H -5.42995 5.37186 -3.08931 0.25
C 0.07338 -2.32700 0.36903 -0.47
C 6.25396 1.11014 0.43623 0.87
C 3.11841 -1.49207 3.29281 -1.95
H -5.51172 0.81956 -1.81147 0.48
H -5.40761 5.54125 -1.30103 0.24
C -4.60039 1.39089 -1.86157 -1.07
O -5.64893 3.62394 -2.01848 -0.48
H -3.78377 -3.75074 -1.73853 0.49
C 6.95164 2.41497 0.14001 -1.44
C -2.17783 2.85058 -2.04049 -1.11
H -1.19577 -1.30305 1.80946 0.38
N 2.04648 -1.99382 2.44666 0.21
C -2.09841 -2.64271 -0.87224 0.50
H 7.78766 2.23002 -0.52961 0.36
C -5.08940 4.91270 -2.14757 -0.24
C 2.46066 -2.32831 1.09851 -0.38
C -2.17677 1.46337 -1.91955 -0.69
H 1.67440 -3.40497 -0.59956 0.41
H 0.24098 -1.42694 -0.24061 0.08
H 1.17830 -4.05622 0.96631 0.34
C -3.39573 -0.74978 -1.72060 0.57
H 3.91154 -2.24412 3.28943 0.53
C 1.36545 -3.13847 0.41134 -1.09
H 2.68241 -1.42605 0.49899 0.36
H -1.63228 -0.65848 -0.68350 0.08
O 6.56173 0.08242 -0.12514 -0.59
H 1.02877 -0.21243 1.88502 0.37
C -2.85100 -3.74724 -1.21825 -0.89
H 3.19648 3.16722 3.30226 0.39
N -0.98704 -3.09773 -0.23544 1.10
N -2.31321 -1.28889 -1.07881 0.08
C 4.68616 -0.08587 1.91308 -0.05
O -3.67956 4.81060 -2.15544 -0.48
C 3.67734 -0.15682 2.86124 0.95
C 5.17128 1.13858 1.45482 0.06
H 3.36989 -2.92937 1.15644 0.43
H 0.60915 -0.90835 3.46918 0.41
H 7.31219 2.87022 1.05932 0.39
C 4.62456 2.31612 1.96142 -0.52
C -3.39933 3.47919 -2.05447 0.99
H -2.34369 -5.87401 -0.78738 0.46
H 6.25910 3.10235 -0.34197 0.36
C 3.14849 1.03095 3.35562 -0.37
H 4.97215 3.27864 1.62065 0.37
H 2.71999 -1.41587 4.30878 0.52
C 3.61840 2.25436 2.90764 -1.00
H 2.36836 0.99868 4.10284 0.40
C -3.35931 0.73964 -1.82054 0.28
H -1.22375 0.95588 -1.94701 0.55
H 5.13061 -0.98625 1.51429 0.49
C 0.86495 -1.15832 2.43681 -0.58
C -0.29424 -1.91996 1.79976 -0.60
O -4.31333 -1.40997 -2.15431 -0.63
H -1.26219 3.41096 -2.12643 0.44
H -0.48811 -2.82634 2.37398 0.30
```



Arrangement 2

Below is one molecule with the formula C25H26N4O4, with properties calculated with ωB97M-V/def2-TZVPD.

Results
- E_HOMO: -8.27 eV
- Lowest unoccupied orbital energy: -0.52 eV
- Total charge: 0

XYZ file:
```
59
Properties=species:S:1:pos:R:3:mulliken_charge:R:1
H -1.07002 0.38685 -0.54597 0.24
C -3.48106 0.76016 -1.40075 0.38
O 5.60337 -2.42884 -0.32989 -0.76
O -3.05381 -0.33478 2.12194 -0.64
H -3.35830 3.84907 -0.01942 0.41
N -1.05193 -0.61014 -0.69646 0.33
H -2.20520 2.44363 -1.66308 0.46
H 5.43595 1.89243 -1.56900 0.28
N 5.19317 0.05213 0.29092 -0.26
C -3.71959 2.84696 -0.19904 -0.82
C 3.48792 -1.63878 0.00457 -1.08
H 4.97841 3.22424 -0.49290 0.32
C 7.14586 2.66511 -0.41368 -0.42
C -6.37171 0.53745 0.95096 -0.92
H 3.14540 1.66430 0.67073 0.37
H 7.69905 0.59394 0.08785 0.24
C 3.90030 -0.30366 0.25970 1.75
C 7.23399 1.46574 0.54345 -0.94
C 5.65128 2.37950 -0.62049 -0.73
C -1.93061 -1.14841 -1.56848 0.64
H 7.70017 1.65157 1.50781 0.30
C -4.60598 0.23598 -0.70950 1.25
N -3.01556 -2.36562 1.15121 -0.26
H -2.51061 -3.00002 0.55396 0.29
C -4.79886 2.36325 0.48132 -0.99
H -7.65724 -1.12787 1.27817 0.41
C -0.30808 -1.42068 0.24887 -0.74
H -5.30614 2.97101 1.21581 0.40
H 7.76565 2.60390 -1.30426 0.30
H 0.80565 1.03894 0.68404 0.39
H -4.60232 -1.71963 -1.63064 0.30
O -2.08627 -2.34579 -1.69767 -0.68
H 7.33065 3.61611 0.08003 0.23
H -1.99149 0.51166 -2.91930 0.44
C -3.06018 2.03927 -1.13572 -0.29
H -4.01725 -2.33239 1.02841 0.26
C -6.81322 -0.73566 0.72991 -0.53
C -5.09134 -1.07357 -0.91842 -0.78
C -2.70221 -0.10004 -2.36008 -1.55
C 1.15126 -1.04011 0.24473 0.10
C 2.87247 0.63749 0.49330 -0.60
H -0.41033 -2.45113 -0.10764 0.85
H 1.87177 -3.00210 -0.20612 0.59
C -0.90031 -1.28836 1.66548 -0.51
H -0.55680 -2.12131 2.28018 0.40
H -0.56636 -0.35805 2.12724 0.42
C 1.55127 0.28106 0.49215 -1.37
C -5.26610 1.05464 0.24540 1.03
C 2.12827 -1.97380 0.00052 -0.33
H 5.25810 1.76447 1.46710 0.44
H -3.35498 -0.60923 -3.06908 0.40
H -6.85943 1.16982 1.67841 0.38
H -6.52300 -2.55188 -0.38477 0.41
C -2.42711 -1.26262 1.65855 0.21
C -6.16603 -1.54567 -0.21459 -0.75
H 5.85903 -0.67765 0.04748 0.31
O 3.96750 -3.81327 -0.40468 -0.68
N 4.40156 -2.68634 -0.25731 1.17
C 5.70138 1.36668 0.54871 -0.10
```



Of them, the most stable is arrangement 1 and the least stable is arrangement 2.



Arrangement 1

Below is an isolated ion of composition C5H8IN2 and charge +1, with properties calculated with ωB97M-V/def2-TZVPD.

Results
- E_HOMO (alpha / beta): -12.30 / -12.30 eV
- Lowest unoccupied orbital energy (alpha / beta): -5.49 / -5.49 eV
- Total charge: +1

XYZ file:
```
16
Properties=species:S:1:pos:R:3:mulliken_charge:R:1
H -1.05685 -2.32618 -0.74807 0.41
I 1.50933 -4.47120 1.60040 0.50
C 1.42070 -2.70706 0.64541 -0.54
H 0.23763 -1.72276 -1.98748 0.36
N 0.12180 0.24891 2.42522 -0.91
H -0.02622 0.01948 -0.79382 0.08
H 0.20380 -3.45430 -1.21425 0.35
C 0.21817 -0.29393 0.23012 -0.22
C -0.50636 1.83454 0.79078 -0.69
H -1.00805 2.28349 1.58739 0.30
C -0.06812 -2.35864 -1.08397 -1.18
H 0.34331 2.61948 0.76907 0.35
H -0.28839 0.84538 3.11885 0.26
C 0.60106 -1.72595 0.21010 0.99
H -1.04634 1.81104 -0.24164 0.24
N 0.01562 0.55540 1.19464 0.70
```



Arrangement 2

Below is a 2-piece molecular cluster, C5H8IN2 overall, with properties calculated with ωB97M-V/def2-TZVPD.

Results
- E_HOMO (alpha / beta): -11.12 / -11.28 eV
- Lowest unoccupied orbital energy (alpha / beta): -5.37 / -5.16 eV
- Total charge: +1

XYZ file:
```
16
Properties=species:S:1:pos:R:3:mulliken_charge:R:1
H -3.37178 -2.82147 1.27553 0.25
C -1.75447 -0.66378 -0.62099 0.04
C -0.15879 1.17666 -0.53993 -0.24
N -2.39741 -1.49120 0.04409 -0.13
N -0.83001 0.17735 -0.04898 -0.14
C 2.20055 0.69045 0.02324 -0.10
H -2.20966 -0.36249 -1.52111 0.34
C -2.65809 -2.71064 0.37543 -0.16
H -0.15027 1.44560 -1.61165 0.25
H 2.54634 1.90137 1.50046 0.30
I 3.78808 -0.74531 -0.13707 0.14
H 3.60804 2.30563 0.11332 0.40
C 2.56475 2.04308 0.38121 -0.88
H -0.53189 -0.05085 0.90196 0.28
H 1.80770 2.67641 0.04878 0.33
H -2.45309 -3.57082 -0.18429 0.31
```



Of them, the most stable is arrangement 1 and the least stable is arrangement 2.



Arrangement 1

Below is a 2-piece molecular cluster, FH5S2Si2 overall, with properties calculated with ωB97M-V/def2-TZVPD.

Results
- E_HOMO: -9.64 eV
- Lowest unoccupied orbital energy: -1.70 eV
- Total charge: 0

XYZ file:
```
10
Properties=species:S:1:pos:R:3:mulliken_charge:R:1
H -1.92209 -1.19831 0.84550 -0.11
H 1.44968 -1.35354 -2.01356 0.16
H -1.69999 0.96375 1.91676 -0.08
H 0.58550 3.29369 -0.72712 0.12
S 1.90035 1.82712 -0.34030 -0.31
F 1.74373 -0.22010 1.99295 -0.30
H -1.76060 0.79177 -0.46900 -0.08
S 1.80268 -1.55171 -0.72527 -0.35
Si -1.27009 0.04256 0.81457 0.26
Si 0.99380 0.09016 0.53156 0.69
```



Arrangement 2

Below is one molecule with the formula FH5S2Si2, with properties calculated with ωB97M-V/def2-TZVPD.

Results
- E_HOMO: -9.77 eV
- Lowest unoccupied orbital energy: 0.40 eV
- Total charge: 0

XYZ file:
```
10
Properties=species:S:1:pos:R:3:mulliken_charge:R:1
S 1.94900 -1.24174 -1.96766 -0.26
Si 0.39511 0.73962 0.79470 0.27
H 0.72149 -0.09700 1.97981 -0.06
H -0.74745 1.63708 1.02709 -0.09
H 1.32282 -0.84631 -2.95590 0.10
Si 0.30041 -1.09214 -0.58971 0.62
H -2.14056 -1.31311 -0.14801 0.12
F 0.58765 -2.46804 0.36392 -0.33
S -1.71092 -1.42048 -1.40923 -0.31
H 1.57419 1.60216 0.37510 -0.07
```



Of them, the most stable is arrangement 2 and the least stable is arrangement 1.



Arrangement 1

Below is a 3-piece molecular cluster, CH9N3O2 overall, with properties calculated with ωB97M-V/def2-TZVPD.

Results
- E_HOMO: -8.35 eV
- Lowest unoccupied orbital energy: 0.28 eV
- Total charge: 0

XYZ file:
```
15
Properties=species:S:1:pos:R:3:mulliken_charge:R:1
N -1.15489 -0.29086 0.39404 -0.44
H -2.04685 -1.92965 2.07664 0.21
H 0.85383 -2.80382 0.61908 0.24
H -1.93959 -0.03330 0.96949 0.25
O 2.99769 1.78601 -0.98379 -0.63
H -1.91570 2.02498 -2.54438 0.30
C -0.62896 -1.55607 0.80990 0.51
H 2.76863 2.72700 -0.89527 0.33
H -0.40364 0.38154 0.54684 0.17
H -0.73000 1.45018 -2.16578 0.31
H 1.33685 -1.05341 0.82112 0.19
N 0.70476 -1.81670 0.69043 -0.38
N -1.39431 -2.37618 1.45049 -0.74
O -1.41031 1.96738 -1.72592 -0.61
H 2.96248 1.52290 -0.06290 0.30
```



Arrangement 2

Below is a 3-piece molecular cluster, CH9N3O2 overall, with properties calculated with ωB97M-V/def2-TZVPD.

Results
- E_HOMO: -9.27 eV
- Lowest unoccupied orbital energy: 0.71 eV
- Total charge: 0

XYZ file:
```
15
Properties=species:S:1:pos:R:3:mulliken_charge:R:1
H 0.15915 0.06574 0.97971 0.21
N -1.96528 -1.52424 -0.68200 -0.42
H -2.67581 0.96659 -0.66300 0.22
H 1.88148 1.26424 0.85249 0.29
H 2.64717 -1.50204 -0.64184 0.30
H 2.38247 2.61685 1.28139 0.30
N -1.75036 0.78905 -0.30112 -0.48
O 2.66082 -0.59960 -0.30450 -0.68
O 1.63192 2.19556 0.84204 -0.60
N -0.18568 -0.77636 0.52882 -0.87
H 1.76163 -0.56052 0.07137 0.41
C -1.24944 -0.50263 -0.13293 0.70
H -1.60308 1.29402 0.55872 0.21
H -2.86734 -1.38499 -1.09989 0.18
H -1.68890 -2.46195 -0.46227 0.22
```



Of them, the most stable is arrangement 2 and the least stable is arrangement 1.



Arrangement 1

Below is a 2-piece molecular cluster, C3H5ClNOP overall, with properties calculated with ωB97M-V/def2-TZVPD.

Results
- E_HOMO (alpha / beta): -6.97 / -7.12 eV
- Lowest unoccupied orbital energy (alpha / beta): -0.20 / 0.17 eV
- Total charge: 0

XYZ file:
```
12
Properties=species:S:1:pos:R:3:mulliken_charge:R:1
H -1.54567 -0.32967 -1.81924 0.29
H -1.41353 -2.01964 -0.92420 0.29
P 1.35684 1.74136 0.01384 -0.20
H 0.61574 1.60456 2.79508 0.36
C -0.83664 -1.14806 -1.52232 -0.95
O 0.44980 0.65598 -0.66435 -0.07
N -1.08296 0.86864 1.75197 -0.45
H 1.74612 0.92207 1.07674 -0.09
C -0.16673 1.39526 2.19357 0.04
C 0.22897 -0.54149 -0.69112 0.64
H -0.46546 -1.55459 -2.48609 0.30
Cl 1.11352 -1.59442 0.27611 -0.16
```



Arrangement 2

Below is a 2-piece molecular cluster, C3H5ClNOP overall, with properties calculated with ωB97M-V/def2-TZVPD.

Results
- E_HOMO: -9.98 eV
- Lowest unoccupied orbital energy: 0.07 eV
- Total charge: 0

XYZ file:
```
12
Properties=species:S:1:pos:R:3:mulliken_charge:R:1
H 2.35239 -0.06438 1.09212 0.05
H -1.67812 0.72358 -1.40902 0.31
C -0.85108 0.73108 0.44569 -0.13
P 2.15758 -0.50376 -0.07464 0.37
N -3.60589 -1.27321 0.18720 -0.39
Cl 0.42750 1.84124 -0.07124 -0.20
H 2.32164 0.57157 -0.90995 0.07
O 0.95608 -1.36320 -0.11802 -0.53
C -1.86776 0.52217 -0.38058 -0.20
H -0.70984 0.60009 1.55014 0.38
H 3.32229 -1.37232 -0.32494 0.06
C -2.82479 -0.41283 0.01324 0.22
```



Of them, the most stable is arrangement 2 and the least stable is arrangement 1.